1.
Computed, not measured: C18H9F6N5O4PdS3SeTe as an isolated structure, with the ωB97M-V functional and the def2-TZVPD basis.

```
48
Properties=species:S:1:pos:R:3:forces:R:3:lowdin_charge:R:1
Te 0.534 -1.004 -3.054 0.0 0.0 -0.1 0.935
Pd -0.027 -0.703 -0.607 -0.1 0.1 0.2 0.561
Se -4.637 5.612 -0.722 0.0 0.0 0.0 1.132
S 2.085 -1.632 1.452 -0.1 -0.1 -0.1 0.640
S 3.826 -1.134 -2.745 0.0 0.0 0.0 0.925
S -0.443 -1.989 2.462 0.1 0.0 0.0 0.604
F 0.407 -0.322 4.289 0.0 0.0 0.0 0.144
F 3.151 -3.974 0.933 0.0 0.0 0.0 0.162
F 3.902 -3.003 2.718 0.0 0.0 0.0 0.157
F -1.687 -0.855 4.451 0.0 0.0 0.0 0.145
F -0.159 -2.271 5.047 0.0 0.0 0.0 0.152
F 4.485 -2.277 0.762 0.0 0.0 0.0 0.149
O 2.553 -0.401 2.011 0.0 0.0 0.0 -0.257
O -0.751 -0.823 1.647 -0.1 0.0 -0.1 -0.368
O -1.343 -3.090 2.463 0.0 0.0 0.0 -0.242
O 1.745 -1.608 0.017 0.1 0.1 0.0 -0.451
N -0.004 1.647 0.308 0.0 0.0 0.0 0.089
N -3.017 5.393 -0.017 0.0 0.0 0.0 -0.222
N -1.774 0.141 -1.203 0.1 0.0 0.0 -0.062
N 1.053 -2.452 2.294 0.0 0.0 0.0 -0.280
N -4.736 3.930 -1.296 0.0 0.0 0.0 -0.225
C -0.475 4.296 0.940 0.0 0.0 0.0 0.012
C 3.932 -3.671 -2.570 0.0 0.0 0.0 -0.196
C 2.563 -3.343 -2.747 0.0 0.0 0.0 -0.251
C 2.348 -1.998 -2.865 0.0 0.0 0.1 -1.063
C 0.679 3.673 1.356 0.0 0.0 0.0 -0.018
C -3.621 3.345 -0.951 0.0 0.0 0.0 -0.337
C -2.668 4.155 -0.241 0.0 0.0 0.0 -0.337
C -1.125 2.237 -0.107 0.0 0.0 0.0 -0.139
C 3.496 -2.814 1.468 0.0 0.0 0.0 -0.688
C -1.408 3.571 0.198 0.0 0.0 0.0 -0.085
C 0.871 2.333 1.019 0.0 0.0 0.0 -0.083
C -3.918 -0.155 -2.210 0.0 0.0 0.0 -0.017
C -0.468 -1.317 4.176 0.0 0.0 0.0 -0.685
C -2.086 1.418 -0.880 -0.1 0.0 0.0 -0.100
C -2.664 -0.619 -1.841 0.0 0.0 0.0 -0.144
C 4.732 -2.565 -2.552 0.0 0.0 0.0 -0.429
C -3.322 1.950 -1.260 0.0 0.0 0.0 -0.076
C -4.244 1.149 -1.929 0.0 0.0 0.0 0.022
H 1.423 4.196 1.940 0.0 0.0 0.0 0.113
H -5.199 1.574 -2.208 0.0 0.0 0.0 0.123
H -0.684 5.330 1.180 0.0 0.0 0.0 0.119
H 1.763 -4.069 -2.776 0.0 0.0 0.0 0.100
H 4.305 -4.679 -2.465 0.0 0.0 0.0 0.102
H -4.603 -0.820 -2.716 0.0 0.0 0.0 0.118
H -2.346 -1.625 -2.071 0.0 0.0 0.0 0.082
H 1.752 1.790 1.342 0.0 0.0 0.0 0.103
H 5.804 -2.528 -2.441 0.0 0.0 0.0 0.066
```
Forces are in eV/Å.

Computed properties:
HOMO energy: -7.76 eV
ΔE to the lowest compared entry with this formula, charge and spin: 0.1 kcal per mole
2S+1: 1
LUMO: -1.3 eV


2.
Computed, not measured: C11H14MgN3O4 as an isolated structure at a distorted geometry, with the ωB97M-V functional and the def2-TZVPD basis.

```
33
Properties=species:S:1:pos:R:3:forces:R:3:lowdin_charge:R:1
Mg -0.071 -2.145 -0.636 -0.1 -0.1 -1.0 0.832
O -3.494 -1.484 1.052 -0.2 0.1 0.2 0.100
O 1.763 -2.203 -0.384 0.7 -0.5 -1.1 -0.098
O -1.909 -2.025 -0.412 -0.8 -0.5 -1.2 -0.106
O 3.326 -1.497 1.029 0.2 0.1 0.2 0.095
N 0.180 2.431 -2.513 0.1 0.4 -0.3 0.058
N -0.048 0.136 -0.812 0.0 -0.2 0.1 -0.076
N -0.081 -2.007 1.280 0.0 -0.1 1.0 0.050
C -1.241 -1.708 1.820 -0.4 0.2 0.3 -0.147
C -2.360 -1.779 0.762 -0.4 0.4 1.0 -0.589
C -1.282 -1.165 3.099 -0.2 -0.2 -0.2 0.037
C 1.244 0.564 -1.320 0.3 0.4 0.0 -0.162
C 2.202 -1.861 0.767 0.4 0.4 1.0 -0.599
C 1.137 -1.180 3.096 0.2 -0.2 -0.1 0.036
C 1.288 2.071 -1.582 0.8 -0.5 0.3 -0.082
C -1.140 2.041 -1.941 -0.8 -0.5 0.0 -0.084
C -1.143 0.534 -1.681 -0.3 0.5 0.0 -0.165
C 1.087 -1.741 1.825 0.3 0.2 0.3 -0.145
C -0.070 -0.931 3.746 0.0 -0.1 -0.2 -0.012
H 0.319 1.926 -3.400 0.0 0.3 0.2 0.194
H -2.089 0.244 -1.217 0.1 0.0 -0.1 0.137
H -1.069 -0.026 -2.620 0.0 0.1 -0.1 0.144
H -1.297 2.593 -1.010 0.2 0.0 -0.2 0.149
H -0.199 0.545 0.111 0.0 -0.3 0.0 0.152
H -2.233 -0.918 3.546 0.0 0.0 0.0 0.127
H -0.068 -0.499 4.737 0.0 0.0 0.0 0.118
H 2.026 0.299 -0.604 0.0 0.1 -0.1 0.132
H -1.933 2.306 -2.641 0.1 0.1 0.0 0.145
H 1.161 2.631 -0.650 -0.1 0.0 -0.2 0.149
H 2.090 -0.932 3.538 0.0 0.0 0.0 0.127
H 0.199 3.435 -2.723 0.0 -0.2 0.0 0.194
H 1.458 0.002 -2.234 0.1 0.1 0.0 0.144
H 2.245 2.343 -2.029 -0.1 0.1 -0.1 0.146
```
Forces are in eV/Å.

Computed properties:
HOMO energy: -12.33 eV
ΔE to the lowest compared entry with this formula, charge and spin: 12.5 kcal per mole
2S+1: 1
LUMO: -3.7 eV
Total charge: +1


3.
Computed, not measured: a single C3H12N6O molecule at a distorted geometry, with the ωB97M-V functional and the def2-TZVPD basis.

```
22
Properties=species:S:1:pos:R:3:forces:R:3:lowdin_charge:R:1
O 0.625 -1.934 0.414 -2.1 -3.2 0.4 -0.138
N -0.921 -0.129 1.034 0.1 0.1 -1.4 0.005
N 3.144 0.254 -0.291 -2.0 1.5 0.4 0.085
N 1.122 -0.814 0.137 2.4 2.1 -0.6 -0.245
N 0.784 1.686 0.132 -1.4 -0.7 -1.4 0.029
N -1.271 -0.226 -1.393 0.5 -1.4 0.2 0.047
N -3.100 -0.556 0.114 -0.4 -3.5 1.0 0.039
C 0.432 0.361 0.789 0.2 2.0 2.6 -0.317
C 2.268 -0.813 -0.443 1.7 1.7 0.2 -0.122
C -1.890 0.098 -0.084 2.4 0.7 -1.8 -0.563
H 0.407 1.806 -0.849 0.5 -1.1 1.2 0.098
H 2.656 -1.738 -0.852 -0.3 0.0 0.2 0.143
H 0.348 2.505 0.561 0.2 -0.7 0.8 0.081
H 3.946 0.360 -0.860 0.5 -0.4 -0.8 0.067
H 0.835 0.489 1.915 -0.2 -0.5 -2.6 0.185
H 2.628 1.175 -0.134 0.9 -1.5 -0.1 0.084
H -3.261 -0.310 1.069 -1.1 0.2 0.9 0.060
H -0.575 -1.177 0.986 -1.4 0.9 0.3 0.086
H -2.840 -1.592 0.257 -0.7 1.6 -0.6 0.117
H -2.161 1.128 -0.175 0.3 1.1 0.4 0.118
H -1.808 -0.064 -2.240 -0.5 0.6 0.6 0.070
H -1.189 -1.254 -1.401 0.5 0.4 0.0 0.072
```
Forces are in eV/Å.

Computed properties:
HOMO energy: -7.70 eV
ΔE to the lowest compared entry with this formula, charge and spin: 25.0 kcal per mole
2S+1: 1
LUMO: 0.9 eV


4.
Computed, not measured: C26H28N6S3SiV as an isolated structure, with the ωB97M-V functional and the def2-TZVPD basis.

```
65
Properties=species:S:1:pos:R:3:forces:R:3:mulliken_spin:R:1
V -0.447 -0.511 0.031 -0.5 0.1 -0.1 2.939
S -0.522 1.979 0.267 0.1 0.0 0.0 -0.026
S -1.491 -2.862 0.019 0.1 -0.1 0.2 -0.030
S 0.015 -0.530 -2.436 0.0 0.0 0.0 -0.019
Si -3.068 4.483 -0.011 0.0 0.0 0.1 0.000
N 1.607 -0.966 0.018 -0.2 0.0 -0.2 -0.038
N 2.460 -0.905 -3.353 0.0 0.0 0.0 -0.002
N -2.488 0.312 0.062 0.3 -0.2 0.0 -0.032
N 0.841 -3.692 -0.940 0.1 0.0 0.0 0.010
N 0.037 -0.743 2.131 0.0 -0.1 -0.2 -0.026
N 2.364 -1.067 -1.113 0.0 0.1 0.0 -0.020
C 4.022 -2.754 1.803 0.0 0.0 0.0 0.019
C -2.210 1.635 0.090 -0.1 0.2 0.1 0.014
C 1.829 -1.178 3.641 0.0 0.0 0.0 0.009
C 1.907 -5.757 -0.608 0.0 0.0 0.0 0.004
C -3.240 2.599 -0.012 -0.1 0.0 0.0 0.003
C 5.370 -3.061 1.923 0.0 0.0 0.0 -0.002
C -3.746 -0.120 -0.043 0.0 0.0 0.0 0.026
C -3.769 5.089 1.624 0.0 0.0 0.0 -0.001
C -0.263 -4.003 -0.218 0.0 0.0 0.0 0.012
C 1.330 -1.054 2.347 -0.1 0.0 0.2 0.009
C -0.283 -5.317 0.313 0.0 -0.1 0.0 0.005
C 5.933 -0.911 1.014 0.0 0.0 0.0 -0.002
C -4.142 5.121 -1.416 0.0 0.0 0.0 0.000
C 1.906 -4.499 -1.125 0.0 -0.1 0.0 0.000
C 3.621 -1.526 1.287 0.0 -0.2 -0.1 0.027
C -1.352 5.180 -0.238 0.0 0.0 0.0 -0.002
C -4.535 2.110 -0.100 0.0 0.0 0.0 0.015
C 1.689 -0.815 -2.233 0.3 -0.1 0.1 0.000
C 0.770 -6.166 0.119 0.0 0.0 0.0 0.003
C -0.355 -0.672 4.478 0.0 0.0 0.0 0.009
C 2.178 -1.206 1.153 0.2 0.2 0.1 0.043
C -4.814 0.744 -0.114 0.0 0.0 0.0 -0.007
C -0.776 -0.554 3.166 0.0 0.0 0.0 0.032
C 6.328 -2.137 1.534 0.0 0.0 0.0 0.005
C 0.974 -0.988 4.713 0.0 0.0 0.0 0.015
C 4.587 -0.609 0.883 0.0 0.0 0.0 0.012
H -0.696 4.932 0.595 0.0 0.0 0.0 0.001
H 3.273 -3.479 2.103 0.0 0.0 0.0 0.001
H 7.380 -2.371 1.632 0.0 0.0 0.0 0.000
H -4.125 6.213 -1.440 0.0 0.0 0.0 0.000
H -3.795 6.181 1.658 0.0 0.0 0.0 0.000
H -3.769 4.759 -2.377 0.0 0.0 0.0 0.000
H -1.437 6.269 -0.310 0.0 0.0 0.0 0.000
H -5.825 0.369 -0.188 0.0 0.0 0.0 0.000
H -0.881 4.806 -1.148 0.0 0.0 0.0 0.000
H -5.366 2.806 -0.165 0.0 0.0 0.0 0.003
H 1.348 -1.080 5.724 0.0 0.0 0.0 0.001
H -1.798 -0.294 2.917 0.0 0.0 0.0 0.002
H 0.880 -2.762 -1.350 -0.1 0.1 0.0 -0.013
H 0.737 -7.161 0.545 0.0 0.0 0.0 0.000
H 2.072 -0.578 -4.219 0.0 0.0 0.0 0.000
H 3.458 -0.883 -3.227 0.0 0.0 0.0 0.000
H 2.873 -1.401 3.803 0.0 0.0 0.0 0.002
H -5.184 4.808 -1.324 0.0 0.0 0.0 0.000
H 2.756 -6.407 -0.753 0.0 0.0 0.0 0.000
H 5.670 -4.021 2.323 0.0 0.0 0.0 0.000
H -4.786 4.724 1.783 0.0 0.0 0.0 0.000
H -3.155 4.740 2.457 0.0 0.0 0.0 0.000
H -1.147 -5.610 0.891 0.0 0.0 0.0 0.000
H -3.879 -1.196 -0.067 0.0 0.0 0.0 -0.004
H 2.720 -4.061 -1.684 0.0 0.0 0.0 0.000
H -1.051 -0.507 5.287 0.0 0.0 0.0 0.000
H 6.678 -0.189 0.706 0.0 0.0 0.0 0.000
H 4.275 0.338 0.461 0.0 0.0 0.0 0.000
```
Forces are in eV/Å.

Computed properties:
HOMO energy (alpha / beta): -6.55 / -7.03 eV
ΔE to the lowest compared entry with this formula, charge and spin: 5.0 kcal per mole
Expectation value of S²: 3.771
2S+1: 4
LUMO (alpha / beta): -0.2 / -0.3 eV